# 1
{
  "formula": "CH5NS",
  "method": "ωB97M-V with the def2-TZVPD basis set",
  "symbols": ["C", "N", "H", "H", "H", "S", "H", "H"],
  "coordinates": [[3.889, -0.694, -1.796], [4.275, 0.077, -0.863], [4.614, -1.386, -2.236], [2.899, -0.649, -2.244], [5.041, -0.388, -0.373], [-3.580, 0.270, 1.178], [-3.663, 1.387, 1.886], [-4.910, 0.244, 1.114]],
  "max_force_ev_per_a": 1.875,
  "smiles": "C=N.S",
  "e_tot_ev": -13442.01342,
  "orbital_gap_ev": 10.861,
  "total_charge": 0,
  "lumo_energy_ev": 1.08,
  "de_lowest_kcal_mol": 15.7
}

---

# 2
{
  "formula": "C14H54F2HgNO17S2",
  "method": "ωB97M-V with the def2-TZVPD basis set",
  "symbols": ["Hg", "N", "S", "O", "O", "F", "S", "O", "O", "F", "C", "O", "H", "H", "H", "H", "C", "O", "H", "H", "H", "H", "C", "O", "H", "H", "H", "H", "C", "O", "H", "H", "H", "H", "O", "H", "H", "O", "H", "H", "O", "H", "H", "O", "H", "H", "C", "C", "O", "H", "H", "H", "H", "H", "H", "C", "C", "O", "H", "H", "H", "H", "H", "H", "C", "C", "O", "H", "H", "H", "H", "H", "H", "C", "C", "O", "H", "H", "H", "H", "H", "H", "C", "C", "O", "H", "H", "H", "H", "H", "H"],
  "coordinates": [[-3.463, -21.861, -5.972], [-1.547, -22.300, -4.914], [-0.759, -23.530, -4.519], [-0.455, -23.808, -3.125], [0.198, -23.948, -5.495], [-1.988, -24.536, -4.740], [-0.358, -21.259, -4.218], [1.006, -21.292, -4.702], [-0.547, -20.806, -2.866], [-0.841, -19.939, -4.984], [-2.279, -26.132, -1.718], [-3.045, -26.612, -2.777], [-2.608, -25.156, -1.361], [-2.332, -26.778, -0.841], [-1.211, -26.056, -1.919], [-2.810, -27.540, -2.844], [0.458, -23.660, 0.675], [0.077, -24.684, 1.540], [1.373, -23.115, 0.907], [0.612, -23.982, -0.355], [-0.342, -22.935, 0.527], [-0.184, -24.347, 2.400], [0.126, -18.267, -1.166], [0.308, -16.890, -1.022], [-0.910, -18.569, -1.013], [0.450, -18.694, -2.115], [0.653, -18.767, -0.354], [0.195, -16.655, -0.099], [-1.838, -24.352, -8.443], [-2.205, -23.060, -8.044], [-0.846, -24.630, -8.085], [-2.534, -25.098, -8.059], [-1.845, -24.308, -9.532], [-1.603, -22.546, -8.586], [-5.069, -25.133, -3.840], [-4.228, -25.397, -3.467], [-5.643, -25.884, -3.693], [-4.401, -23.961, -6.545], [-4.516, -24.561, -5.808], [-4.767, -24.430, -7.295], [3.477, -21.023, -5.462], [3.798, -20.246, -5.004], [2.595, -21.157, -5.117], [-4.060, -19.894, -4.898], [-3.503, -19.134, -4.724], [-4.826, -19.761, -4.340], [-1.521, -27.911, -5.016], [-1.700, -29.294, -4.418], [-2.671, -29.228, -3.389], [-1.150, -27.213, -4.266], [-2.482, -27.614, -5.438], [-0.831, -27.874, -5.859], [-0.769, -29.688, -4.010], [-2.089, -30.013, -5.139], [-2.696, -30.090, -2.967], [2.229, -17.941, -4.494], [3.154, -18.310, -3.373], [4.347, -18.851, -3.826], [2.662, -17.409, -5.341], [1.363, -17.383, -4.138], [1.769, -18.809, -4.967], [2.704, -18.983, -2.643], [3.310, -17.362, -2.858], [5.033, -18.875, -3.154], [2.878, -22.003, -1.997], [4.255, -22.497, -1.494], [4.468, -23.854, -1.826], [2.059, -22.665, -1.716], [2.909, -22.035, -3.086], [2.742, -20.964, -1.696], [4.310, -22.373, -0.412], [5.069, -21.865, -1.850], [4.449, -23.884, -2.785], [-3.775, -21.606, -1.626], [-2.775, -21.859, -0.504], [-1.931, -20.764, -0.447], [-4.557, -22.337, -1.421], [-3.417, -21.744, -2.647], [-4.235, -20.627, -1.485], [-2.172, -22.756, -0.647], [-3.232, -21.995, 0.476], [-1.339, -20.699, -1.199], [-3.271, -18.474, -8.876], [-2.424, -18.896, -7.653], [-2.409, -20.273, -7.493], [-2.736, -18.755, -9.783], [-3.418, -17.417, -9.097], [-4.193, -19.054, -8.850], [-2.840, -18.444, -6.752], [-1.378, -18.644, -7.825], [-2.014, -20.654, -8.281]],
  "max_force_ev_per_a": 10.112,
  "e_tot_ev": -82958.22839,
  "orbital_gap_ev": 5.407,
  "total_charge": 1,
  "lumo_energy_ev": -6.01
}

---

# 3
{
  "formula": "C3H5Li2O3",
  "method": "ωB97M-V with the def2-TZVPD basis set",
  "symbols": ["O", "C", "C", "O", "O", "C", "H", "H", "H", "H", "H", "Li", "Li"],
  "coordinates": [[-0.939, -0.157, 0.951], [-0.764, 1.090, 0.406], [0.321, -0.830, 1.046], [-1.681, 1.612, -0.286], [0.287, 0.315, -0.957], [0.978, -0.721, -0.335], [0.145, -1.862, 1.367], [0.935, -0.296, 1.787], [0.886, -1.643, -0.932], [2.041, -0.437, -0.256], [-0.058, 1.732, 0.959], [-2.007, -0.127, -1.278], [-0.143, 1.325, -2.473]],
  "spin_multiplicity": 2,
  "max_force_ev_per_a": 1.838,
  "s2": 0.7503,
  "e_tot_ev": -9743.58221,
  "orbital_gap_ev": [3.882, 10.505],
  "total_charge": 0,
  "lumo_energy_ev": [-0.09, 0.42],
  "de_lowest_kcal_mol": 14.7
}